# 1
Entry from the Open Molecules 2025 dataset: a cluster of 3 separate species, C4H10O2 in total in a non-equilibrium geometry (ωB97M-V/def2-TZVPD).

Geometry as ORCA input:
```
! RIJCOSX wB97M-V def2-TZVPD def2/J DEFGRID3
* xyz 0 1
C 1.06003 -0.66437 1.35575
C 1.17172 0.47837 0.69163
C 1.15274 1.79461 1.35336
C 1.80589 2.89620 1.01994
H 0.68473 -0.60369 2.37537
H 1.21560 -1.64091 0.95815
H 1.29655 0.58133 -0.35872
H 0.63178 1.76350 2.28110
H 1.65876 3.79821 1.59585
H 2.44746 3.01846 0.15828
H 1.52442 -2.59906 -2.05520
H 0.16107 -3.36415 -1.73449
O 0.76830 -3.06244 -2.41219
H -5.41555 -0.04885 -1.74547
H -4.90030 -1.42170 -1.37217
O -5.26319 -0.92552 -2.11118
*
```

Values from the calculation:
**LUMO level**: 0.59 eV
**Energy relative to the best compared isomer or geometry (same formula, charge and spin)**: 50.8 kcal per mole
**Highest occupied orbital energy**: -9.2376 eV

---

# 2
Entry from the Open Molecules 2025 dataset: the molecule C17H15ClF3NO3 (ωB97M-V/def2-TZVPD).

Geometry as ORCA input:
```
! RIJCOSX wB97M-V def2-TZVPD def2/J DEFGRID3
* xyz 0 1
C 4.83914 0.73237 4.78584
H 5.13185 -0.31555 4.70068
H 4.45631 0.94383 5.78054
H 5.70500 1.35876 4.56391
O 3.77736 1.02146 3.88222
C 4.05489 0.85900 2.58309
O 5.10965 0.48286 2.16207
C 2.84670 1.27064 1.74168
C 2.91065 2.79036 1.54202
H 3.84756 3.04891 1.05399
H 2.85236 3.29203 2.50402
H 2.08871 3.12254 0.91243
O 2.93866 0.57190 0.52225
C 1.85179 0.47888 -0.29252
C 0.57630 0.95750 -0.01175
C -0.44511 0.77877 -0.92904
C -0.22623 0.12986 -2.13450
C 1.04929 -0.34745 -2.40967
C 2.07490 -0.17500 -1.50541
H 3.06792 -0.54215 -1.70891
H 1.24390 -0.85841 -3.34127
C -1.36353 -0.05138 -3.11158
C -2.53244 -0.69505 -2.43370
N -3.62133 0.03863 -2.27311
C -4.67500 -0.45842 -1.65686
C -4.70004 -1.75355 -1.15399
C -3.56963 -2.55039 -1.30228
C -2.47245 -2.01129 -1.95151
Cl -1.05312 -2.96008 -2.15581
H -3.55036 -3.56223 -0.92691
C -5.90300 -2.28071 -0.42695
F -5.80938 -2.08627 0.90305
F -7.04125 -1.68931 -0.81333
F -6.07380 -3.59937 -0.60047
H -5.52855 0.19874 -1.56606
H -1.03319 -0.67331 -3.94528
H -1.68955 0.91726 -3.49445
H -1.43162 1.15652 -0.70165
H 0.35664 1.46705 0.91336
H 1.93998 0.99201 2.29582
*
```

Values from the calculation:
**LUMO level**: 0.40 eV
**Highest occupied orbital energy**: -8.5098 eV

---

# 3
Entry from the Open Molecules 2025 dataset: the molecule C2H4Cl2SSi in a non-equilibrium geometry (ωB97M-V/def2-TZVPD).

Geometry as ORCA input:
```
! RIJCOSX wB97M-V def2-TZVPD def2/J DEFGRID3
* xyz 0 3
C 0.10440 -1.39509 0.15308
C -0.08423 -0.20074 -0.63225
Si -1.33119 0.85968 0.50368
S -0.38989 -2.88039 -0.20892
Cl -2.85683 -0.22805 1.28321
Cl -2.08876 2.50110 -0.41133
H 0.58496 -1.20934 1.11580
H 0.71270 0.61128 -0.68633
H -0.53598 -0.36537 -1.57577
H -0.53177 1.56048 1.69327
*
```

Values from the calculation:
**LUMO level (alpha / beta)**: 0.73 / -2.59 eV
**Highest occupied orbital energy (alpha / beta)**: -6.7622 / -10.1526 eV
**Expectation value of S²**: 2.006

---

# 4
Entry from the Open Molecules 2025 dataset: a structure of composition C20H12Cl5N4O3STi (ωB97M-V/def2-TZVPD).

Geometry as ORCA input:
```
! RIJCOSX wB97M-V def2-TZVPD def2/J DEFGRID3
* xyz -1 3
Ti 0.52155 -0.40854 -0.33798
N 0.05651 -0.88939 4.18193
C 0.21728 -0.51024 2.85476
S 1.19713 -1.51453 1.84558
N -0.36660 0.58295 2.48072
N -0.12762 0.87534 1.15270
C -0.44718 2.11307 0.80053
C -0.13228 2.52576 -0.50605
C -0.42060 3.80984 -1.02414
C -0.04030 4.12539 -2.29777
C 0.63739 3.16415 -3.07945
C 0.87905 1.93193 -2.52369
N 0.50949 1.59620 -1.28106
H 0.11691 -1.88486 4.32303
H -0.75704 -0.46676 4.60614
H -0.88609 2.79141 1.52241
H -0.93718 4.52541 -0.39735
H -0.25480 5.10715 -2.70154
H 0.96307 3.37476 -4.08788
H 1.39551 1.15632 -3.07977
Cl 3.23988 1.55013 1.28477
C 3.73681 0.51761 -0.02375
C 2.76560 -0.23016 -0.68001
C 3.22095 -0.97684 -1.74220
Cl 1.99733 -1.88143 -2.63970
C 4.54602 -1.04942 -2.16125
Cl 5.02481 -2.01577 -3.50667
C 5.48815 -0.30736 -1.45597
Cl 7.15142 -0.36248 -1.91827
C 5.07977 0.48692 -0.38225
Cl 6.25578 1.41991 0.47519
O -3.93865 0.12886 -0.25675
C -3.85196 -1.04568 0.38483
C -4.91773 -1.41737 1.20824
C -4.87445 -2.60984 1.90018
C -3.77704 -3.46350 1.79812
C -2.72409 -3.10487 0.98156
C -2.74953 -1.90943 0.26309
C -1.57760 -1.55400 -0.56754
O -0.56400 -2.29822 -0.62430
O -1.51783 -0.40790 -1.13774
H -3.08064 0.26146 -0.72741
H -5.75932 -0.74254 1.29171
H -5.70664 -2.88023 2.53957
H -3.74876 -4.38808 2.35891
H -1.84249 -3.72508 0.88651
*
```

Values from the calculation:
**LUMO level (alpha / beta)**: 2.53 / 2.48 eV
**Energy relative to the best compared isomer or geometry (same formula, charge and spin)**: 0.0 kcal per mole
**Highest occupied orbital energy (alpha / beta)**: -3.1390 / -4.8365 eV
**Expectation value of S²**: 2.020

---

What is the formula in the first record? C4H10O2